a | {"formula": "C5H40N2O14", "method": "ωB97M-V/def2-TZVPD", "species": ["O", "O", "O", "O", "O", "O", "O", "O", "O", "O", "O", "O", "O", "O", "N", "N", "C", "C", "C", "C", "C", "H", "H", "H", "H", "H", "H", "H", "H", "H", "H", "H", "H", "H", "H", "H", "H", "H", "H", "H", "H", "H", "H", "H", "H", "H", "H", "H", "H", "H", "H", "H", "H", "H", "H", "H", "H", "H", "H", "H", "H"], "positions_angstrom": [[0.038, -3.754, 3.819], [-2.393, -0.324, -1.664], [-2.693, 0.642, 3.042], [0.452, 2.959, -4.502], [-3.644, -1.127, 0.803], [0.120, 3.386, -1.757], [-3.441, 1.904, -0.724], [-2.030, 4.144, -0.284], [3.093, -3.413, 0.650], [-3.863, -3.488, 1.996], [4.398, -0.144, -3.821], [-1.152, -3.839, 1.301], [2.400, 1.551, -3.140], [4.188, -0.812, -0.959], [0.459, 0.659, -0.195], [0.275, -1.588, -1.158], [-0.505, 1.350, 2.045], [-1.537, 0.282, 2.319], [0.709, 0.873, 1.276], [1.176, -0.529, -0.672], [1.731, 2.022, 1.294], [-2.486, -0.832, -0.839], [-0.405, -3.139, 4.410], [-0.464, 0.708, -0.559], [1.831, -0.378, -1.547], [-0.513, -1.256, -1.718], [-2.904, 1.911, 0.084], [3.267, -4.349, 0.452], [2.581, 1.712, 0.645], [0.895, -3.473, 3.495], [1.514, 2.950, 0.720], [3.843, -0.573, -0.098], [0.053, 2.482, -1.414], [3.799, -1.659, -1.207], [1.206, -0.002, 1.697], [3.248, 1.099, -3.201], [-0.923, 2.220, 1.546], [-3.439, 0.941, 2.523], [-1.047, -4.122, 2.220], [-3.192, 2.737, -1.138], [-2.524, 4.959, -0.222], [2.039, 2.324, 2.312], [2.005, 1.238, -2.324], [-2.874, 0.495, -1.348], [-1.312, -4.667, 0.837], [-0.071, -2.207, -0.434], [-1.278, 4.200, -0.895], [3.817, -3.206, 1.264], [-3.712, -1.976, 1.271], [-1.811, -0.139, 1.351], [0.619, 3.823, -4.885], [1.226, 2.403, -4.697], [5.165, 0.289, -3.432], [4.179, -0.670, -3.055], [-4.297, -3.427, 2.863], [-0.139, 1.793, 3.044], [-2.927, -3.672, 2.142], [-4.102, -1.073, -0.037], [1.815, -0.935, 0.074], [0.623, 3.226, -2.574], [-1.086, -0.503, 3.005]], "mulliken_charge": [-0.682, -0.761, -0.615, -0.636, -0.631, -0.768, -0.723, -0.609, -0.579, -0.695, -0.730, -0.631, -0.699, -0.682, 0.539, -0.651, -0.817, 0.243, 0.382, -0.054, -1.410, 0.311, 0.309, 0.354, -0.441, 0.298, 0.283, 0.280, 0.275, 0.323, 0.244, 0.255, 0.330, 0.430, 0.204, 0.357, 0.199, 0.367, 0.358, 0.372, 0.241, 0.424, 0.331, 0.484, 0.289, 0.175, 0.397, 0.307, 0.347, -0.034, 0.302, 0.329, 0.335, 0.348, 0.334, 0.245, 0.360, 0.297, 0.199, 0.325, 0.066], "charge": 0, "homo_lumo_gap_ev": 8.14, "molar_mass_g_mol": 352.38}

***

b | {"formula": "C5H40N2O14", "method": "ωB97M-V/def2-TZVPD", "species": ["O", "O", "O", "O", "O", "O", "O", "O", "O", "O", "O", "O", "O", "O", "N", "N", "C", "C", "C", "C", "C", "H", "H", "H", "H", "H", "H", "H", "H", "H", "H", "H", "H", "H", "H", "H", "H", "H", "H", "H", "H", "H", "H", "H", "H", "H", "H", "H", "H", "H", "H", "H", "H", "H", "H", "H", "H", "H", "H", "H", "H"], "positions_angstrom": [[-3.354, -2.860, 0.675], [-3.204, 0.766, 2.449], [1.191, 0.378, -3.814], [4.012, -0.932, -2.483], [-3.156, 0.000, -0.344], [-2.543, -2.279, -1.755], [-2.233, 3.346, 1.791], [3.383, 2.830, -0.934], [3.594, -2.443, -0.280], [-1.711, -1.569, 2.438], [1.604, -2.262, -3.584], [1.426, -2.466, 1.340], [0.621, -0.223, 2.780], [0.064, -2.827, -1.133], [-0.258, 2.323, 0.262], [-2.118, 2.796, -1.122], [1.434, 0.481, 0.038], [0.167, 0.989, 0.756], [1.386, 2.092, 2.681], [0.330, 1.070, 2.285], [-0.730, 2.330, -1.121], [2.271, 0.260, 0.701], [-0.771, -1.458, 2.624], [3.334, -2.779, -1.134], [-1.548, 3.437, 1.117], [-0.008, -2.081, -0.535], [1.253, -0.791, 2.303], [1.463, -3.140, -3.938], [-2.361, 3.214, -2.021], [3.210, -0.714, -2.964], [1.062, 3.094, 2.402], [-0.898, -2.895, -1.347], [0.516, 2.965, 0.334], [-2.998, 0.496, 0.471], [2.292, -2.846, 1.129], [-2.375, 3.553, -0.508], [0.636, -2.945, 1.094], [2.365, 1.914, 2.221], [4.204, -0.130, -1.984], [-0.670, 0.311, 0.578], [-0.708, 1.408, -1.705], [1.674, 1.314, -0.617], [1.578, 2.062, 3.754], [3.403, 2.635, -0.002], [-2.972, -3.364, 1.398], [0.587, -0.001, -3.175], [4.439, -2.074, -0.054], [-4.163, 0.789, 2.571], [1.184, -2.265, -2.708], [-1.711, 3.179, 2.587], [-3.254, 0.557, -1.121], [-3.143, -1.939, 0.842], [-3.023, 1.722, 2.377], [1.319, -0.441, -0.511], [-0.552, 1.419, 2.823], [1.247, -0.196, -4.573], [3.392, 3.770, -1.123], [-2.259, -0.787, 2.580], [-3.181, -2.788, -1.210], [-0.084, 2.957, -1.749], [-2.669, -1.440, -1.252]], "mulliken_charge": [-0.684, -0.567, -0.616, -0.626, -0.727, -0.778, -0.855, -0.604, -0.552, -0.612, -0.594, -0.534, -0.717, -0.696, 0.077, -0.495, -0.879, 1.897, -1.635, -0.295, -0.194, 0.228, 0.378, 0.288, 0.385, 0.111, 0.363, 0.267, 0.244, 0.350, 0.388, 0.455, 0.308, 0.223, 0.241, 0.116, 0.273, 0.194, 0.283, -0.612, 0.079, 0.474, 0.461, 0.333, 0.289, 0.282, 0.251, 0.255, 0.367, 0.288, 0.266, 0.421, 0.312, -0.227, 0.352, 0.298, 0.284, 0.290, 0.429, 0.298, 0.402], "charge": 0, "homo_lumo_gap_ev": 9.80, "molar_mass_g_mol": 352.38}

***

Energetically preferred structure: b | next structure: +10.9 kcal/mol

***

a | {"formula": "C6H14O2", "method": "ωB97M-V/def2-TZVPD", "species": ["O", "O", "C", "C", "C", "C", "C", "C", "H", "H", "H", "H", "H", "H", "H", "H", "H", "H", "H", "H", "H", "H"], "positions_angstrom": [[2.678, -2.780, -2.490], [1.938, -1.725, 0.389], [-1.070, 0.745, 1.259], [-1.908, -0.518, 1.140], [-1.626, 1.597, 2.355], [-0.175, 1.175, 0.368], [0.217, 1.140, -2.086], [0.077, 0.517, -0.927], [-0.869, 2.331, 2.697], [2.835, -2.551, -3.425], [2.616, -1.163, 0.009], [-1.690, -1.015, 0.181], [-2.948, -0.198, 1.182], [0.234, 2.157, 0.607], [3.321, -2.180, -2.086], [-1.817, -1.163, 2.014], [0.653, 0.733, -2.998], [0.442, -0.487, -0.762], [1.608, -2.294, -0.327], [-2.343, 2.372, 1.968], [-2.211, 1.109, 3.132], [0.039, 2.197, -2.201]], "mulliken_charge": [-0.626, -0.638, 0.892, -1.303, -1.450, -0.314, -0.869, -0.030, 0.366, 0.315, 0.282, 0.346, 0.387, 0.331, 0.307, 0.298, 0.285, 0.219, 0.306, 0.294, 0.343, 0.261], "charge": 0, "homo_lumo_gap_ev": 8.90, "molar_mass_g_mol": 118.18, "smiles": "C=CC=C(C)C.O.O"}

***

b | {"formula": "C6H14O2", "method": "ωB97M-V/def2-TZVPD", "species": ["O", "O", "C", "C", "C", "C", "C", "C", "H", "H", "H", "H", "H", "H", "H", "H", "H", "H", "H", "H", "H", "H"], "positions_angstrom": [[3.210, -1.222, 0.187], [2.653, -1.356, -2.112], [-2.432, 0.606, -0.322], [1.114, 0.434, 1.431], [0.015, 0.082, 0.421], [0.351, -0.653, -0.874], [-1.244, 0.642, 0.408], [-3.614, 1.103, 0.427], [-2.506, 0.859, -1.343], [3.025, -1.193, -1.068], [3.300, -1.054, -2.742], [1.180, -0.238, -1.398], [0.400, -1.758, -0.698], [2.021, 0.651, 0.897], [-0.561, -0.597, -1.436], [-3.280, 1.151, 1.483], [0.894, 1.111, 2.218], [4.005, -1.658, 0.518], [-4.446, 0.374, 0.505], [-1.385, 1.160, 1.371], [-4.002, 2.108, 0.195], [1.300, -0.554, 1.931]], "mulliken_charge": [-0.855, -0.811, 0.154, -1.146, 0.914, -1.250, -0.463, -1.063, 0.381, 0.398, 0.225, 0.434, 0.329, 0.366, 0.388, 0.304, 0.415, 0.147, 0.336, 0.173, 0.297, 0.326], "charge": 0, "homo_lumo_gap_ev": 4.23, "molar_mass_g_mol": 118.18}

***

Energetically preferred structure: a | next structure: +92.9 kcal/mol